(1)
Here is a gas-phase ion, C5H13N2O (charge -1) in a non-equilibrium geometry from OMol25. Energies are from ωB97M-V/def2-TZVPD.

Geometry (Å):
C: -1.611884 -1.139635 2.273120
N: -0.493366 -1.234662 1.319048
C: -1.025018 -1.305312 -0.039599
C: 0.018803 -0.964157 -1.132964
N: -0.203166 0.461804 -1.508492
C: 1.130438 1.200206 -1.729594
C: 1.571100 1.778180 -0.247526
O: 0.856232 1.412747 0.841070
H: -1.133922 -1.632849 3.187468
H: -2.501814 -1.633469 1.864269
H: -1.819570 -0.154106 2.651915
H: 0.062518 -0.319357 1.268538
H: -1.477185 -2.288762 -0.259594
H: -1.915751 -0.625551 -0.153716
H: 1.025675 -1.127854 -0.708267
H: -0.010652 -1.582576 -2.043651
H: -0.582207 0.956827 -0.705051
H: 1.135260 1.896222 -2.550174
H: 1.811110 0.377850 -1.964787
H: 2.611724 1.436441 -0.072209
H: 1.444166 2.870311 -0.414318

Cartesian forces, eV/Å:
C 2.369 -1.199 1.334
N 0.175 1.502 -1.216
C -0.790 -0.379 -1.037
C -0.318 1.255 0.686
N 1.436 0.679 -1.204
C -1.056 -2.678 2.487
C -0.350 0.194 -0.323
O -0.850 -0.598 -0.414
H -1.496 0.056 -0.748
H 0.183 -0.032 0.493
H -0.400 0.825 -0.430
H -0.486 -0.859 0.517
H 0.311 -0.137 0.344
H 0.692 -0.120 -0.152
H -0.247 0.130 0.098
H -0.422 0.010 0.272
H 0.106 -0.351 0.319
H -0.317 0.547 -0.164
H 0.300 0.250 -0.345
H 0.325 0.679 -0.617
H 0.834 0.225 0.097

Results
- HOMO energy (eV) = -2.9123
- SMILES = CNCCNCC[O-]
- total charge = -1
- frontier orbital gap (eV) = 7.09

Charges obtained by natural (NBO) population analysis, quoted in units of e: -0.43 -0.69 -0.22 -0.23 -0.67 -0.27 -0.04 -0.97 0.18 0.18 0.18 0.44 0.16 0.15 0.18 0.17 0.38 0.16 0.15 0.10 0.08

=====

(2)
Here is a gas-phase ion, C5H13N2O (charge +1) in a non-equilibrium geometry from OMol25. Energies are from ωB97M-V/def2-TZVPD.

Geometry (Å):
C: 0.246543 0.040570 -2.339694
C: 0.741375 -0.136807 -0.856231
C: 1.368233 -1.560274 -0.723847
C: -0.314645 0.095895 0.177255
N: -1.516123 -0.645328 0.038345
C: 0.022268 0.731895 1.430792
N: -1.015038 1.859940 1.903485
O: -0.003716 -0.155927 2.510512
H: 1.016424 -0.072768 -3.041999
H: -0.197013 1.005437 -2.404292
H: -0.596908 -0.666997 -2.515212
H: 1.542093 0.551519 -0.689271
H: 2.214967 -1.726965 -1.392551
H: 1.680691 -1.721804 0.311706
H: 0.599448 -2.376758 -0.906779
H: -1.604781 -1.366585 0.716699
H: -2.397215 -0.126496 -0.064472
H: 1.081504 1.226040 1.383893
H: -1.312317 2.435060 1.162805
H: -0.623619 2.468566 2.661606
H: -0.932170 0.141786 2.637252

Cartesian forces, eV/Å:
C -2.417 -0.875 2.044
C -0.639 0.624 -1.103
C -1.494 -1.742 1.178
C -0.446 -3.101 -1.874
N 0.795 1.422 -1.210
C 2.740 5.377 2.607
N 1.781 -2.264 0.231
O -1.308 0.181 -1.436
H 1.157 -0.259 -0.724
H -0.140 0.975 -0.418
H 0.838 0.266 -0.075
H 0.535 0.584 0.319
H -0.209 0.540 -0.028
H 0.298 0.023 -0.158
H 0.784 1.145 -0.062
H -0.178 -0.496 1.081
H 0.493 -0.061 0.118
H -1.786 -1.088 -0.146
H -0.518 0.945 -1.089
H 0.051 -0.941 -1.092
H -0.337 -1.257 1.837

Results
- HOMO energy (eV) = -15.0472
- SMILES = CC(C)C(=[NH2+])[C@@H](N)O
- total charge = +1
- frontier orbital gap (eV) = 7.86

Charges obtained by natural (NBO) population analysis, quoted in units of e: -0.57 -0.37 -0.56 0.80 -0.95 0.05 -0.84 -0.63 0.25 0.21 0.24 0.24 0.26 0.23 0.24 0.44 0.45 0.21 0.38 0.41 0.50

=====

(3)
Here is a gas-phase ion, C5H13N2O (charge +1) in a non-equilibrium geometry from OMol25. Energies are from ωB97M-V/def2-TZVPD.

Geometry (Å):
C: -0.502844 1.807710 -2.197200
C: 0.130110 1.715895 -0.828446
N: 0.438589 0.134949 -0.589889
C: 1.211895 -0.414199 -1.752189
C: 0.030854 -0.518911 0.467327
O: 0.094647 -1.797053 0.518468
C: -0.418094 0.060101 1.759098
N: -0.790377 -1.036135 2.613475
H: -1.475387 1.292459 -2.325227
H: -0.953599 2.840915 -2.324408
H: 0.065030 1.491933 -3.091169
H: -0.467989 2.184609 -0.040387
H: 1.181095 1.807968 -0.830883
H: 2.021975 0.206476 -2.122693
H: 0.498321 -0.515746 -2.581008
H: 1.340688 -1.457672 -1.453657
H: -0.531012 -2.191062 1.368658
H: -1.273484 0.848594 1.824708
H: 0.281263 0.803889 2.273306
H: 0.004702 -1.293725 3.220186
H: -1.697791 -1.237482 3.078187

Cartesian forces, eV/Å:
C -2.109 1.414 -0.912
C 0.164 -3.611 -0.523
N -1.013 1.861 0.199
C -2.681 -1.615 0.572
C 0.504 -0.103 -1.064
O -0.908 -2.070 0.176
C -2.670 3.626 2.547
N 0.697 -1.773 1.583
H 0.532 -0.501 0.723
H 1.294 -0.708 -0.062
H 0.123 0.654 0.783
H 0.526 -0.347 -0.051
H 0.983 2.460 0.041
H 0.321 -0.113 0.770
H 0.183 0.173 0.124
H 1.193 0.264 -0.304
H 1.917 2.278 -1.447
H 0.869 -1.577 -1.271
H 0.147 -1.555 -0.935
H -1.009 0.049 -0.229
H 0.937 1.194 -0.721

Results
- HOMO energy (eV) = -14.5853
- SMILES = CC/[N+](C)=C(/O)CN
- total charge = +1
- frontier orbital gap (eV) = 11.63

Charges obtained by natural (NBO) population analysis, quoted in units of e: -0.68 -0.19 -0.33 -0.44 0.66 -0.63 -0.36 -0.87 0.24 0.26 0.24 0.23 0.22 0.24 0.23 0.25 0.55 0.27 0.27 0.40 0.43

=====

(4)
Here is 2 unconnected molecules or ions with the total composition C5H13N2O from OMol25. Energies are from ωB97M-V/def2-TZVPD.

Geometry (Å):
C: -0.559963 -0.060940 2.239905
O: -1.291724 -0.302056 1.011931
C: 0.686294 0.681585 1.884871
C: 1.906215 0.236460 2.131593
H: -0.326172 -1.018313 2.705406
H: -1.187578 0.509692 2.923821
H: -2.222059 -0.477262 1.199729
H: 0.535475 1.617762 1.356417
H: 2.769122 0.819444 1.843702
H: 2.081842 -0.703107 2.646719
C: -0.388954 1.638421 -2.265768
N: 0.157536 -1.862332 -1.373750
C: 0.126875 -0.714452 -2.023852
N: -0.306411 0.392199 -1.508582
H: -1.411453 1.994786 -2.280843
H: -0.039643 1.474513 -3.281013
H: 0.245420 2.385836 -1.803269
H: -0.089225 -1.932649 -0.396175
H: 0.687509 -2.625854 -1.761398
H: 0.407460 -0.727136 -3.069934
H: -0.607855 0.336674 -0.523656

Cartesian forces, eV/Å:
C -0.043 -0.104 0.045
O 0.018 -0.071 -0.064
C -0.255 -0.182 -0.195
C 0.091 -0.010 0.016
H 0.056 -0.010 0.069
H -0.020 0.097 -0.003
H 0.115 0.041 0.065
H 0.042 0.125 0.109
H 0.096 -0.028 0.047
H -0.021 0.075 -0.028
C 0.075 -0.020 0.174
N 0.410 -0.195 0.031
C -0.375 -0.102 0.033
N 0.122 -0.186 -0.070
H -0.145 0.038 -0.043
H -0.051 -0.053 -0.042
H 0.056 0.114 0.084
H -0.082 0.212 0.029
H -0.175 -0.058 -0.101
H 0.222 0.043 0.023
H -0.136 0.272 -0.179

Results
- HOMO energy (eV) = -13.5672
- total charge = +1
- frontier orbital gap (eV) = 10.72

Charges obtained by natural (NBO) population analysis, quoted in units of e: -0.10 -0.78 -0.24 -0.34 0.18 0.20 0.50 0.20 0.22 0.20 -0.41 -0.73 0.39 -0.51 0.23 0.22 0.23 0.43 0.43 0.22 0.46

=====

(5)
Here is 2 unconnected molecules or ions with the total composition C5H13N2O in a non-equilibrium geometry from OMol25. Energies are from ωB97M-V/def2-TZVPD.

Geometry (Å):
C: -0.563732 -0.049197 0.239151
C: -1.621424 -2.287397 -0.055599
C: -1.581299 2.195737 -0.038858
C: 2.849123 0.610255 -0.564350
C: 1.412021 -0.842109 0.683800
N: -1.597157 -0.797043 -0.075560
N: -0.460864 1.241871 0.313391
O: 2.105680 0.294400 0.691952
H: -2.562491 -2.604668 0.394044
H: -1.437368 -2.584174 -1.142101
H: -0.870816 -2.620782 0.731732
H: -2.405223 1.462677 0.153018
H: -1.368642 2.397470 -1.075493
H: -1.443556 3.000063 0.669857
H: 3.854041 -0.051593 -0.782391
H: 3.278096 1.620202 -0.596086
H: 2.152048 0.484150 -1.337705
H: 1.089706 -1.294568 1.620363
H: 1.304477 -1.595890 -0.118720
H: -2.577655 -0.312400 -0.102977
H: 0.445032 1.733000 0.392540

Cartesian forces, eV/Å:
C 3.478 -1.664 0.460
C 1.242 0.656 0.157
C 1.211 -3.106 0.912
C 2.882 -1.444 0.450
C -3.950 0.828 -0.925
N -2.726 1.721 0.664
N -0.345 1.327 -0.422
O 1.551 -0.702 -0.817
H -0.132 -0.048 -0.675
H -0.295 -0.349 1.857
H -0.521 0.171 -1.540
H -0.280 2.028 -0.388
H -0.809 0.671 -0.316
H -0.774 0.370 -0.221
H -2.842 1.047 0.987
H -0.753 -0.106 0.788
H -0.783 -0.203 -1.308
H 0.669 0.618 0.281
H 1.213 0.841 -0.030
H 2.334 -1.362 -0.214
H -0.373 -1.294 0.299

Results
- HOMO energy (eV) = -13.5993
- total charge = +1
- frontier orbital gap (eV) = 10.65

Charges obtained by natural (NBO) population analysis, quoted in units of e: 0.44 -0.41 -0.40 -0.28 0.08 -0.60 -0.57 -0.49 0.24 0.24 0.22 0.19 0.22 0.24 0.22 0.23 0.19 0.22 0.21 0.40 0.42

=====

(6)
Here is a gas-phase ion, C5H13N2O (charge +1) in a non-equilibrium geometry from OMol25. Energies are from ωB97M-V/def2-TZVPD.

Geometry (Å):
N: -3.056646 1.238063 0.736579
C: -2.265577 0.455565 1.439512
N: -1.085328 0.059623 1.067966
C: -0.549317 0.145139 -0.312903
C: 0.837607 0.786590 -0.303883
C: 1.940836 -0.126376 0.219576
C: 2.101197 -1.391958 -0.599103
O: 1.867584 -1.059529 -1.982465
H: -2.607405 1.779308 0.009114
H: -3.896851 1.639914 1.120769
H: -2.592128 0.091898 2.407257
H: -0.634397 -0.616632 1.666019
H: -1.209019 0.707982 -0.963082
H: -0.537098 -0.875820 -0.678382
H: 0.752377 1.647415 0.362159
H: 1.133474 1.131262 -1.290956
H: 2.855199 0.438917 0.319884
H: 1.691762 -0.458344 1.221380
H: 3.075022 -1.831481 -0.512757
H: 1.375330 -2.153555 -0.314117
H: 2.264455 -1.736665 -2.545941

Cartesian forces, eV/Å:
N 0.615 0.491 -0.191
C -0.103 -0.183 0.681
N -0.286 -0.268 -0.804
C 0.639 0.086 0.057
C 0.035 0.015 0.358
C -0.454 -0.362 0.258
C -0.431 0.236 -1.309
O 0.166 -0.128 0.169
H -0.397 -0.098 -0.227
H -0.022 -0.211 0.186
H -0.246 0.132 -0.031
H 0.069 0.088 0.108
H -0.264 0.053 0.136
H 0.077 -0.125 -0.223
H 0.201 0.211 -0.148
H -0.322 0.011 -0.096
H 0.326 0.107 -0.208
H 0.038 0.019 0.513
H 0.620 -0.140 0.373
H -0.148 -0.093 0.243
H -0.112 0.157 0.156

Results
- HOMO energy (eV) = -13.4840
- SMILES = N/C=[NH+]\CCCCO
- total charge = +1
- frontier orbital gap (eV) = 10.07

Charges obtained by natural (NBO) population analysis, quoted in units of e: -0.72 0.40 -0.49 -0.24 -0.41 -0.42 -0.07 -0.75 0.42 0.44 0.23 0.43 0.21 0.24 0.21 0.26 0.24 0.19 0.20 0.15 0.49

=====

(7)
Here is a gas-phase ion, C5H13N2O (charge +1) in a non-equilibrium geometry from OMol25. Energies are from ωB97M-V/def2-TZVPD.

Geometry (Å):
N: 1.751232 1.860742 -0.887308
C: 2.472538 0.853139 -0.429079
N: 2.107566 -0.400229 -0.463429
C: 0.700767 -0.799369 -0.741300
C: -0.013938 -0.821565 0.568769
C: -1.519056 -1.278706 0.333502
C: -2.413156 -0.067407 0.696789
O: -1.741875 1.210826 0.394900
H: 2.005061 2.800398 -0.608776
H: 0.781527 1.800799 -1.167423
H: 3.378113 1.136017 0.103833
H: 2.739005 -1.187338 -0.440364
H: 0.202489 -0.118133 -1.435832
H: 0.790960 -1.789991 -1.216890
H: -0.013559 0.069230 1.178029
H: 0.456310 -1.572269 1.183852
H: -1.632661 -1.428376 -0.755805
H: -1.905929 -2.099784 0.910351
H: -3.381442 -0.058108 0.185988
H: -2.482290 -0.003645 1.788309
H: -2.281664 1.893767 0.801881

Cartesian forces, eV/Å:
N -0.219 0.355 0.704
C 0.040 0.099 0.421
N -0.878 0.314 -1.030
C 0.807 0.233 -0.333
C -1.875 -2.320 0.851
C 0.387 2.780 -0.961
C 0.749 1.066 0.529
O -0.128 -0.758 -0.612
H 0.251 -0.183 -0.091
H 0.017 -0.413 -0.098
H 0.268 -0.241 -0.589
H 0.494 0.486 0.597
H 0.293 -0.114 -0.144
H -0.460 0.398 0.246
H 0.281 0.554 -0.448
H 0.312 -0.403 0.276
H -0.129 -0.471 0.509
H 0.356 -0.568 0.048
H 0.108 -0.312 0.314
H -0.648 -0.575 -0.106
H -0.023 0.076 -0.084

Results
- HOMO energy (eV) = -13.6671
- SMILES = N/C=[NH+]\CCCCO
- total charge = +1
- frontier orbital gap (eV) = 10.23

Charges obtained by natural (NBO) population analysis, quoted in units of e: -0.71 0.40 -0.51 -0.23 -0.43 -0.42 -0.07 -0.78 0.43 0.44 0.23 0.45 0.21 0.24 0.24 0.22 0.20 0.24 0.19 0.17 0.48

=====

(8)
Here is a gas-phase ion, C5H13N2O (charge +1) in a non-equilibrium geometry from OMol25. Energies are from ωB97M-V/def2-TZVPD.

Geometry (Å):
C: 2.675004 -0.169530 0.160929
C: -1.415038 -0.916359 -1.181790
C: -0.151901 1.111659 -0.508821
C: -1.769399 0.269933 0.840965
C: 0.333647 -0.953570 0.643477
N: 2.658743 1.072584 0.491817
N: -0.774355 -0.165417 -0.115072
O: 1.577584 -0.975955 -0.072200
H: 3.506200 -0.764333 -0.141292
H: -0.547468 -0.960085 -1.957838
H: -1.735314 -1.925073 -1.028958
H: -2.337431 -0.407375 -1.402013
H: 0.772188 0.913217 -1.127619
H: -0.736007 1.902104 -1.159880
H: 0.216398 1.705582 0.296523
H: -2.546817 0.917730 0.405357
H: -2.177071 -0.582339 1.374160
H: -1.397664 1.031363 1.595172
H: 0.376458 -0.420099 1.682824
H: -0.089204 -2.031187 0.774542
H: 3.561443 1.347140 0.429711

Cartesian forces, eV/Å:
C 0.135 -10.142 -1.757
C 2.189 0.190 -2.789
C 1.428 2.177 -4.302
C -1.431 1.548 2.734
C 0.239 -0.270 1.610
N -4.002 7.237 2.397
N 0.928 1.188 1.801
O -2.381 0.088 0.598
H 0.611 0.033 -0.301
H -2.223 0.114 0.562
H 0.354 -0.700 1.196
H 0.102 0.559 -0.966
H -1.267 0.031 0.521
H 0.218 -2.271 1.238
H 0.007 -0.263 1.077
H 0.089 -0.930 -0.546
H -0.303 -0.032 -0.033
H 0.325 -1.383 -0.691
H 0.302 -1.004 -1.934
H 1.050 1.884 -0.391
H 3.633 1.946 -0.026

Results
- HOMO energy (spin up / spin down) (eV) = -9.8472 / -14.9472
- multiplicity = 3
- total charge = +1
- frontier orbital gap (spin up / spin down) (eV) = 7.15 / 8.03

Charges obtained by natural (NBO) population analysis, quoted in units of e: 0.18 -0.43 -0.47 -0.45 0.09 -0.42 -0.25 -0.47 0.17 0.25 0.25 0.24 0.25 0.27 0.26 0.25 0.24 0.25 0.22 0.24 0.33

=====

The ΔE to the lowest compared entry with this formula, charge and spin results, record by record, are as follows: 168.4 455.9 280.3 115.6 430.1 90.7 129.2 359.0 kJ/mol.
The electronic energy results, record by record, are as follows: -10421.954 -10413.471 -10415.291 -10416.998 -10413.738 -10417.255 -10416.857 -10409.386 eV.